(1)
17
Properties=species:S:1:pos:R:3:mulliken_charge:R:1 method="wB97M-V/def2-TZVPD" homo_lumo_gap_ha=0.3251 e_above_lowest_kcal_mol=168.2 e_tot_ev=-9794.175 lumo_ev=-0.11 multiplicity=1
C -0.672 -1.218 -0.435 -0.4006
C -1.410 1.033 0.322 -0.1046
C 0.907 1.314 -0.385 -0.4394
C 1.484 -0.029 -0.076 0.1451
C 0.765 -1.195 -0.094 -0.3093
H -0.930 -1.061 -1.487 0.2952
H -1.030 -2.248 -0.129 0.3945
H -2.499 -0.991 1.088 0.2888
H -2.374 1.585 0.560 0.3252
H 1.120 1.610 -1.485 0.2545
H 1.744 2.054 0.198 0.2984
H 2.703 0.394 -0.156 0.1968
H 0.096 -0.038 1.281 0.3685
H 1.036 -2.146 -0.538 0.3444
N -1.627 -0.396 0.049 -0.4866
N -0.416 1.753 0.051 -0.4723
N 1.103 -0.422 1.239 -0.6987

***

(2)
15
Properties=species:S:1:pos:R:3:mulliken_charge:R:1 method="wB97M-V/def2-TZVPD" homo_lumo_gap_ha="0.2292 / 0.2693" e_tot_ev=-21900.700 lumo_ev="0.73 / -3.87" multiplicity=3 s2=2.01
C -1.662 -1.313 0.759 -0.8213
C -0.944 0.059 0.685 0.6888
C 1.414 0.471 -0.059 -1.1188
C 0.013 0.343 -0.469 -0.3722
O -1.062 -0.961 3.394 -0.4585
O 0.671 -1.839 1.950 -0.4993
F -1.701 1.140 0.998 -0.2803
S -0.505 -1.031 2.070 0.6010
H -2.741 -1.196 0.799 0.3868
H -1.679 -2.074 0.030 0.3841
H 1.442 1.169 0.780 0.3501
H 1.990 0.809 -0.966 0.3245
H 1.896 -0.426 0.502 0.2879
H -0.106 -0.435 -1.369 0.2377
H -0.401 1.339 -0.927 0.2894

***

(3)
128
Properties=species:S:1:pos:R:3:mulliken_charge:R:1 method="wB97M-V/def2-TZVPD" homo_lumo_gap_ha=0.3449 e_tot_ev=-94037.133 lumo_ev=-0.12 multiplicity=1 smiles="CCOC(=O)C(F)(F)F.O=C1CCCO1.O=C1CCCO1.O=C1CCCO1.O=C1CCCO1.O=C1CCCO1.O=C1CCCO1.O=C1CCCO1.O=C1CCCO1.CC#N.CC#N.CC#N"
C -10.516 -2.466 17.542 0.1521
C -9.029 -2.644 17.412 -0.8236
O -8.796 -3.659 16.452 -0.1412
C -7.620 -3.874 15.800 0.2298
O -6.578 -3.291 16.088 -0.5478
C -7.698 -4.899 14.672 0.8664
F -8.724 -5.756 14.945 -0.2018
F -7.905 -4.323 13.544 -0.2381
F -6.532 -5.597 14.522 -0.2459
H -11.123 -3.370 17.485 -0.2537
H -10.888 -1.860 16.716 0.3467
H -10.827 -1.907 18.425 0.0165
H -8.562 -2.792 18.386 0.2970
H -8.491 -1.766 17.054 0.4994
O -22.287 1.461 16.485 -0.6251
C -21.089 1.608 16.669 0.4002
C -19.984 2.185 15.765 -0.4224
C -18.807 1.509 16.430 -0.4703
C -19.164 1.284 17.926 0.4468
O -20.586 1.195 17.856 -0.3048
H -20.076 1.988 14.697 0.3282
H -20.133 3.241 15.991 0.2466
H -18.729 0.558 15.904 0.1072
H -17.853 2.015 16.285 0.4742
H -18.831 0.341 18.361 -0.3749
H -18.810 2.122 18.526 0.2119
O -13.044 -1.667 23.137 -0.4682
C -13.460 -0.745 23.810 0.4363
C -12.769 -0.016 24.943 -0.7355
C -13.901 0.775 25.635 -0.5826
C -14.905 0.921 24.542 -0.4739
O -14.638 -0.207 23.617 -0.0289
H -12.330 -0.726 25.644 0.3202
H -11.913 0.572 24.611 0.3393
H -14.464 0.219 26.385 0.2810
H -13.602 1.722 26.085 0.3415
H -15.913 0.770 24.928 0.2895
H -14.836 1.841 23.961 0.2720
O -14.590 -5.778 14.594 -0.7086
C -14.593 -4.562 14.858 0.4826
C -13.727 -3.511 14.255 -0.5379
C -13.904 -2.332 15.142 0.3417
C -15.290 -2.611 15.729 -0.1700
O -15.425 -3.995 15.725 -0.1332
H -12.693 -3.853 14.291 0.1656
H -14.186 -3.454 13.268 0.3391
H -13.151 -2.359 15.929 -0.5581
H -13.963 -1.402 14.577 0.5311
H -15.491 -2.181 16.710 -0.0147
H -16.012 -2.199 15.024 0.2986
O -14.240 -4.364 18.641 -0.2368
C -13.766 -5.328 18.091 -0.1175
C -14.294 -6.706 18.243 -0.2750
C -13.053 -7.531 17.863 -0.9373
C -12.326 -6.700 16.790 -0.4269
O -12.651 -5.367 17.332 -0.1797
H -14.504 -6.843 19.304 0.3071
H -15.162 -6.819 17.594 0.2640
H -12.438 -7.736 18.739 0.3515
H -13.205 -8.496 17.380 0.4201
H -11.242 -6.803 16.739 0.3598
H -12.757 -6.991 15.833 0.3243
O -11.624 0.841 20.422 -0.5733
C -11.357 1.133 19.238 0.3912
C -10.341 2.138 18.753 -0.6014
C -10.865 2.373 17.334 -0.6864
C -11.484 1.049 16.985 -0.3588
O -11.994 0.563 18.184 0.0756
H -10.302 3.033 19.373 0.3252
H -9.367 1.649 18.751 0.3062
H -11.661 3.115 17.269 0.3271
H -10.040 2.553 16.645 0.3387
H -12.246 1.100 16.207 0.3305
H -10.730 0.380 16.572 0.2290
O -17.564 -5.482 21.165 -0.6700
C -17.006 -4.707 21.981 0.1086
C -15.587 -4.817 22.510 0.8310
C -15.645 -3.751 23.576 -0.4626
C -16.656 -2.738 22.988 0.3470
O -17.586 -3.522 22.283 -0.3242
H -15.293 -5.796 22.888 0.5640
H -14.898 -4.597 21.695 -0.8659
H -16.045 -4.173 24.498 0.3126
H -14.705 -3.286 23.873 0.0920
H -17.130 -2.096 23.731 0.4036
H -16.164 -2.026 22.325 -0.4331
O -12.695 -6.671 22.176 -0.6301
C -11.955 -5.774 21.748 0.0943
C -12.112 -4.297 21.971 1.0985
C -10.804 -3.762 21.523 -0.5297
C -10.239 -4.845 20.580 0.1716
O -10.842 -6.068 20.974 -0.3737
H -12.924 -4.000 21.308 -1.1922
H -12.373 -3.899 22.951 0.5205
H -10.790 -2.742 21.139 0.2612
H -10.151 -3.672 22.390 0.3024
H -10.349 -4.480 19.559 -0.2079
H -9.154 -4.919 20.651 0.3525
O -18.649 -5.908 15.540 -0.6390
C -18.629 -5.058 16.423 0.3812
C -17.917 -5.094 17.749 0.3511
C -18.357 -3.743 18.430 0.4973
C -19.039 -2.904 17.308 -0.1658
O -19.260 -3.851 16.274 -0.4397
H -18.243 -5.940 18.353 0.5880
H -16.848 -5.240 17.590 -0.7792
H -18.979 -3.997 19.288 0.3455
H -17.453 -3.320 18.868 -0.5456
H -19.960 -2.462 17.688 0.3027
H -18.380 -2.120 16.937 -0.0367
C -14.628 2.044 20.196 0.7489
C -15.407 2.844 19.259 0.1164
N -15.997 3.449 18.476 -0.5438
H -14.055 1.238 19.737 -0.6559
H -15.315 1.647 20.943 -0.1461
H -14.005 2.730 20.770 0.5303
C -19.585 -0.943 21.151 -0.3864
C -18.616 0.029 21.784 0.4302
N -17.841 0.737 22.251 -0.5203
H -20.350 -0.405 20.591 0.3507
H -20.160 -1.514 21.880 0.4238
H -19.052 -1.644 20.508 -0.2616
C -14.286 -1.555 20.203 2.1864
C -15.541 -1.197 19.652 0.3483
N -16.573 -0.898 19.184 -0.3549
H -14.107 -0.894 21.051 -0.3783
H -13.514 -1.417 19.446 -0.0051
H -14.245 -2.598 20.514 -1.4707

***

(4)
8
Properties=species:S:1:pos:R:3:mulliken_charge:R:1 method="wB97M-V/def2-TZVPD" homo_lumo_gap_ha=0.3191 e_above_lowest_kcal_mol=31.1 e_tot_ev=-17504.119 lumo_ev=0.33 multiplicity=1
C 0.403 -0.735 0.025 0.5387
N 1.069 0.420 -0.042 -0.3768
O 0.480 -1.884 0.106 -0.3522
O -2.920 -0.605 -0.038 -0.4379
S -1.648 0.416 -0.062 -0.1806
H 2.095 0.508 -0.217 0.2575
H 0.497 1.244 -0.281 0.2030
H -2.794 -1.202 -0.856 0.3483

***

(5)
8
Properties=species:S:1:pos:R:3:mulliken_charge:R:1 method="wB97M-V/def2-TZVPD" homo_lumo_gap_ha=0.3486 e_above_lowest_kcal_mol=80.5 e_tot_ev=-12913.039 lumo_ev=1.11 multiplicity=1 smiles="PN1C=C1"
P -0.183 1.629 -0.034 -0.0222
N -0.761 -0.003 -0.243 -0.3281
C 0.105 -1.141 -0.321 -0.2333
C -0.445 -1.138 0.817 -0.1584
H -0.107 1.929 -1.350 0.0384
H 1.210 1.596 0.310 0.0297
H 0.955 -1.497 -0.926 0.2572
H -0.775 -1.376 1.748 0.4166

***

(6)
20
Properties=species:S:1:pos:R:3:mulliken_charge:R:1 method="wB97M-V/def2-TZVPD" total_charge=+1 homo_lumo_gap_ha=0.3483 e_above_lowest_kcal_mol=68.9 e_tot_ev=-11617.446 lumo_ev=-3.35 multiplicity=1
B -2.570 0.171 -0.113 0.3904
C 0.777 0.702 1.345 -0.7972
C 1.739 -0.894 -0.554 -0.6476
C -0.411 0.292 -0.858 -0.8074
C 1.759 0.467 0.194 -0.0884
C 0.437 1.193 -0.057 0.0688
N 0.295 -1.033 -0.691 -0.2908
O -2.471 -0.351 1.067 -0.3657
O -3.428 0.595 -0.949 -0.2926
H 0.247 -0.201 1.623 0.0904
H 1.010 1.472 2.023 0.3804
H 2.128 -0.689 -1.516 0.3614
H 2.242 -1.892 -0.066 0.3152
H -0.223 0.534 -1.892 0.4888
H 2.748 1.046 0.197 0.3440
H 0.269 2.313 -0.233 0.3927
H 0.168 -1.498 -1.597 0.3663
H -0.208 -1.512 0.192 0.3878
H -3.260 -0.236 1.742 0.3460
H -4.419 0.529 -0.740 0.3573

***

(7)
82
Properties=species:S:1:pos:R:3:mulliken_charge:R:1 method="wB97M-V/def2-TZVPD" total_charge=+2 homo_lumo_gap_ha="0.2732 / 0.2592" e_tot_ev=-76988.299 lumo_ev="-6.91 / -7.28" multiplicity=2 s2=0.76
Tc -0.386 -0.371 -0.394 -0.4023
N -2.066 0.602 -1.524 0.1129
C -3.381 0.929 -0.976 0.4506
C -4.286 1.680 -1.708 -0.6354
C -5.528 1.940 -1.150 -0.7397
C -5.855 1.452 0.110 -0.7792
C -4.938 0.705 0.829 -0.1212
C -3.682 0.449 0.280 -0.2251
P -2.391 -0.532 1.048 2.4942
C -3.004 -2.209 1.161 0.5255
C -3.644 -2.664 2.309 -0.2553
C -4.182 -3.945 2.332 -0.7329
C -4.083 -4.762 1.218 -0.6169
C -3.447 -4.307 0.067 -0.9064
C -2.912 -3.032 0.040 -0.7364
C -2.040 0.169 2.655 0.7637
C -1.414 -0.586 3.650 -0.8436
C -1.093 0.012 4.859 -0.9097
C -1.390 1.350 5.080 -0.7010
C -2.015 2.101 4.093 -0.9219
C -2.340 1.514 2.881 -0.7045
H -1.650 1.447 -1.915 0.2898
H -2.183 -0.007 -2.338 0.4155
H -4.037 2.050 -2.694 0.5264
H -6.250 2.524 -1.704 0.4408
H -6.828 1.658 0.531 0.4774
H -5.192 0.326 1.811 0.5344
H -3.722 -2.032 3.185 0.4260
H -4.677 -4.301 3.224 0.4789
H -4.503 -5.758 1.241 0.4301
H -3.375 -4.945 -0.802 0.4555
H -2.426 -2.681 -0.869 0.2161
H -1.180 -1.628 3.491 0.3742
H -0.617 -0.574 5.633 0.5209
H -1.147 1.806 6.030 0.4561
H -2.259 3.139 4.271 0.4975
H -2.838 2.103 2.120 0.4698
O 0.520 -3.230 2.475 -0.5030
C 0.649 -2.647 1.448 0.0345
O -0.238 -1.686 1.073 0.2017
C 1.740 -2.859 0.430 -0.5261
P 1.945 -1.267 -0.410 1.4106
C 2.643 -1.548 -2.043 1.0120
C 2.481 -2.774 -2.692 -0.7979
C 2.976 -2.957 -3.975 -0.7786
C 3.636 -1.923 -4.620 -0.7112
C 3.795 -0.698 -3.986 -0.8943
C 3.297 -0.507 -2.708 -0.6925
C 3.079 -0.326 0.622 0.7496
C 2.563 0.269 1.776 -0.5353
C 3.412 0.917 2.659 -0.8418
C 4.775 0.976 2.397 -0.7270
C 5.294 0.371 1.262 -0.7127
C 4.453 -0.288 0.377 -0.4955
H 1.396 -3.633 -0.255 0.4882
H 2.658 -3.197 0.910 0.4013
H 1.982 -3.604 -2.213 0.2342
H 2.853 -3.913 -4.463 0.4730
H 4.031 -2.072 -5.615 0.4401
H 4.317 0.107 -4.485 0.4958
H 3.434 0.451 -2.223 0.8073
H 1.504 0.216 2.002 0.2207
H 3.012 1.366 3.557 0.5287
H 5.436 1.480 3.089 0.4426
H 6.357 0.399 1.071 0.4742
H 4.874 -0.786 -0.484 0.4884
O -0.031 1.362 0.543 0.1121
C 0.676 2.330 0.159 -0.5261
C 1.225 2.513 -1.128 1.2588
C 1.939 3.713 -1.353 -0.6760
C 2.411 3.976 -2.601 -0.6688
C 2.194 3.099 -3.664 -0.5257
C 1.509 1.925 -3.467 -0.6213
C 1.021 1.592 -2.194 0.4580
O 0.388 0.452 -2.058 -0.8058
N 3.163 5.222 -2.838 1.0273
O 3.483 5.446 -3.977 -0.5929
O 3.228 5.993 -1.913 -0.5863
H 0.837 3.099 0.914 0.4225
H 2.111 4.420 -0.553 0.6482
H 2.584 3.362 -4.639 0.5917
H 1.350 1.231 -4.279 0.6726

***

(8)
16
Properties=species:S:1:pos:R:3:mulliken_charge:R:1 method="wB97M-V/def2-TZVPD" homo_lumo_gap_ha=0.4077 e_above_lowest_kcal_mol=28.4 e_tot_ev=-8867.982 lumo_ev=0.83 multiplicity=1 smiles=C[C@H](C#N)CCO
C -1.816 -1.116 -0.370 -1.4748
C -0.421 -0.482 -0.530 0.6266
C 0.571 -1.491 -0.114 0.1874
N 1.293 -2.332 0.215 -0.5007
C -0.242 0.840 0.243 -0.7716
C 1.190 1.366 0.262 -0.5137
O 1.988 0.497 1.029 -0.5060
H -2.600 -0.467 -0.771 0.3742
H -2.030 -1.310 0.687 0.3501
H -1.856 -2.073 -0.901 0.3857
H -0.250 -0.282 -1.597 0.1965
H -0.886 1.600 -0.223 0.3600
H -0.586 0.709 1.276 0.3213
H 1.191 2.371 0.706 0.3466
H 1.551 1.455 -0.777 0.3168
H 2.917 0.711 0.888 0.3015